{"formula": "C2H11N3", "method": "the ωB97M-V functional and the def2-TZVPD basis", "gap_ev": 10.24, "e_homo_ev": -9.2, "smiles": "NCN.CN", "e_above_lowest_kj_mol": 52.6, "e_tot_ev": -6722.0358, "symbols": ["C", "N", "H", "H", "H", "H", "H", "N", "C", "N", "H", "H", "H", "H", "H", "H"], "positions_angstrom": [[0.4090, -0.9917, 2.8908], [0.1692, -1.6836, 1.6248], [-0.3469, -1.2664, 3.6202], [0.4179, 0.0753, 2.6617], [1.3721, -1.1018, 3.4029], [0.9470, -1.4892, 1.0174], [0.2773, -2.6976, 1.7031], [-0.8388, 1.9477, -1.0897], [0.1488, 1.2165, -1.8190], [-0.4482, 0.1803, -2.6952], [-1.3055, 2.6671, -1.6274], [-1.5761, 1.3233, -0.7562], [0.6620, 1.9562, -2.4350], [0.8513, 0.7206, -1.1455], [-0.9268, -0.4714, -2.1007], [0.1878, -0.3851, -3.2523]]}